[1]
Density functional theory data (ωB97M-V/def2-TZVPD) for 2 unconnected molecules or ions with the total composition C46H50N2O3P.

Electronic energy ... -66918.9128 eV
Lowest unoccupied orbital energy ... -0.16711 Eh
Energy relative to the best compared isomer or geometry (same formula, charge and spin) ... 0.3391 eV
HOMO level ... -9.623 eV
2S+1 ... 1
Max |F| ... 3.0 eV Å⁻¹
Net charge ... +1

Atoms and positions in Å:
C1 3.8168 -2.7400 -4.2164
N1 3.0827 -2.2405 -3.0663
C2 3.7862 -1.8989 -1.9315
O1 4.9717 -2.0552 -1.7274
C3 2.8163 -1.2066 -0.9970
C4 3.2936 0.2238 -0.7366
C5 3.4324 1.0041 -2.0076
C6 4.6031 0.9361 -2.7490
C7 4.7180 1.6079 -3.9483
C8 3.6603 2.3516 -4.4283
C9 2.4824 2.4031 -3.7136
C10 2.3677 1.7337 -2.5126
N2 1.4831 -1.2283 -1.6705
C11 0.3572 -0.6894 -1.0984
C12 -0.7997 -0.4068 -1.8056
C13 -2.0697 -0.4102 -1.2526
C14 -3.2848 -0.5296 -1.9869
C15 -4.4669 -0.9016 -1.3167
C16 -5.6231 -1.1551 -2.0153
C17 -5.6461 -1.0303 -3.3932
C18 -4.5025 -0.6467 -4.0734
C19 -3.3379 -0.3995 -3.3878
C20 1.6218 -1.9515 -2.9804
C21 0.7776 -3.2653 -3.0771
C22 1.3050 -4.2590 -2.0392
C23 0.8739 -3.8485 -4.4978
C24 -0.7151 -3.0488 -2.8011
H1 4.8465 -2.3842 -4.1725
H2 3.8403 -3.8275 -4.2040
H3 3.3590 -2.3845 -5.1372
H4 2.7499 -1.7789 -0.0624
H5 2.5960 0.7327 -0.0649
H6 4.2661 0.2045 -0.2306
H7 5.4147 0.3208 -2.3972
H8 5.6297 1.5398 -4.5180
H9 3.7491 2.8780 -5.3660
H10 1.6443 2.9590 -4.0996
H11 1.4391 1.7581 -1.9693
H12 0.3376 -0.6255 -0.0238
H13 -0.7130 -0.3514 -2.8728
H14 -2.1399 -0.5204 -0.1892
H15 -4.4462 -1.0268 -0.2483
H16 -6.5076 -1.4767 -1.4906
H17 -6.5509 -1.2432 -3.9388
H18 -4.5200 -0.5581 -5.1471
H19 -2.4596 -0.0998 -3.9311
H20 1.3489 -1.2657 -3.7888
H21 1.2074 -3.8487 -1.0342
H22 0.7372 -5.1873 -2.0761
H23 2.3553 -4.4894 -2.2094
H24 0.6204 -3.0940 -5.2427
H25 1.8643 -4.2345 -4.7238
H26 0.1668 -4.6688 -4.6165
H27 -1.1406 -2.3309 -3.4992
H28 -1.2638 -3.9833 -2.9190
H29 -0.8826 -2.7071 -1.7823
C25 -4.2401 4.0033 -0.8473
C26 -3.2665 3.8632 0.3067
O2 -2.9941 2.5172 0.6217
C27 -2.1861 2.4628 1.7445
C28 -1.7379 1.2015 2.1101
P1 -0.6231 0.9815 3.4869
C29 -1.5432 0.9551 5.0292
C30 -1.1306 0.1519 6.0678
C31 -1.8531 0.1364 7.2471
C32 -2.9791 0.9263 7.3751
C33 -3.3744 1.7452 6.3351
C34 -2.6471 1.7648 5.1593
C35 0.1696 -0.6131 3.2320
C36 1.5358 -0.7293 3.1192
C37 2.0973 -1.9688 2.8822
C38 1.2893 -3.0813 2.7630
C39 -0.0796 -2.9587 2.8899
C40 -0.6425 -1.7179 3.1239
C41 0.6128 2.2850 3.5392
C42 0.7841 3.0454 4.6735
C43 1.7396 4.0448 4.6900
C44 2.5196 4.2699 3.5725
C45 2.3480 3.4973 2.4407
C46 1.3847 2.5050 2.4226
O3 -1.8768 3.4771 2.3896
H30 -4.4364 5.0467 -1.1086
H31 -3.8515 3.4992 -1.7328
H32 -5.1937 3.5334 -0.6030
H33 -2.2985 4.3384 0.0852
H34 -3.6526 4.3341 1.2230
H35 -2.0611 0.3322 1.5845
H36 -0.2451 -0.4541 5.9564
H37 -1.5325 -0.4857 8.0669
H38 -3.5476 0.9065 8.2915
H39 -4.2425 2.3738 6.4428
H40 -2.9202 2.4222 4.3486
H41 2.1605 0.1428 3.2211
H42 3.1662 -2.0647 2.7975
H43 1.7294 -4.0488 2.5830
H44 -0.7094 -3.8284 2.8153
H45 -1.7110 -1.6077 3.2318
H46 0.1668 2.8659 5.5391
H47 1.8707 4.6500 5.5721
H48 3.2608 5.0535 3.5833
H49 2.9614 3.6687 1.5717
H50 1.2277 1.9024 1.5420

---

[2]
Density functional theory data (ωB97M-V/def2-TZVPD) for a molecular structure, C46H51N6O3PReS2.

Electronic energy ... -96696.1498 eV
Lowest unoccupied orbital energy (spin up / spin down) ... -0.09487 / -0.10821 Eh
Energy relative to the best compared isomer or geometry (same formula, charge and spin) ... 0.0000 eV
HOMO level (spin up / spin down) ... -8.961 / -9.546 eV
2S+1 ... 3
Max |F| ... 0.9 eV Å⁻¹
Net charge ... +1

Atoms and positions in Å:
Re1 0.7680 0.9479 -1.0843
C1 2.8594 -4.7380 4.7779
C2 2.7054 -3.4320 4.0435
C3 3.7314 -2.9234 3.2516
C4 3.5947 -1.7212 2.5757
C5 2.4024 -1.0125 2.6718
C6 1.3631 -1.5049 3.4572
C7 1.5235 -2.7010 4.1372
S1 2.1273 0.5793 1.9325
O1 0.7475 0.8731 2.1832
O2 3.1286 1.4903 2.4133
N1 2.2642 0.4057 0.2937
C8 3.5607 0.3485 -0.2857
C9 4.7877 0.4251 0.3406
C10 5.9882 0.2480 -0.3760
C11 5.9921 0.0487 -1.7227
C12 4.7655 0.0838 -2.4185
C13 4.6953 0.0588 -3.8268
C14 3.4941 0.2370 -4.4412
C15 2.3458 0.3984 -3.6613
N2 2.3485 0.3714 -2.3406
C16 3.5644 0.2363 -1.6984
H1 3.8905 -5.0893 4.7552
H2 2.2313 -5.5099 4.3265
H3 2.5544 -4.6367 5.8203
H4 4.6645 -3.4697 3.1726
H5 4.4202 -1.3567 1.9845
H6 0.4455 -0.9384 3.5317
H7 0.7084 -3.0790 4.7469
H8 4.8322 0.6579 1.3924
H9 6.9243 0.2839 0.1671
H10 6.9153 -0.0872 -2.2728
H11 5.6067 -0.0601 -4.3999
H12 3.4049 0.2788 -5.5175
H13 1.4058 0.6002 -4.1337
O3 0.3843 2.7182 0.1703
N3 -0.2293 3.2246 1.2251
C17 -1.1860 2.5487 1.8809
C18 -1.8359 3.1360 2.9450
C19 -1.4888 4.4111 3.3543
C20 -0.4691 5.0683 2.6816
C21 0.1503 4.4526 1.6205
H14 -1.3684 1.5402 1.5472
H15 -2.6123 2.5758 3.4463
H16 -1.9942 4.8828 4.1865
H17 -0.1454 6.0576 2.9707
H18 0.9517 4.8882 1.0447
C22 -0.3119 -1.1006 -3.8609
P1 -0.3969 -0.9298 -2.0320
C23 0.4188 -2.4509 -1.4702
C24 -2.1841 -1.2661 -1.8719
C25 -2.6782 -2.3838 -1.2077
C26 -4.0378 -2.6583 -1.2184
C27 -4.9163 -1.8154 -1.8843
C28 -4.4306 -0.7036 -2.5591
C29 -3.0708 -0.4372 -2.5605
H19 -0.5003 -0.1433 -4.3497
H20 -1.0781 -1.8080 -4.1729
H21 0.6619 -1.4818 -4.1645
H22 -0.0234 -3.3282 -1.9434
H23 0.3400 -2.5231 -0.3839
H24 1.4741 -2.3818 -1.7420
H25 -2.0062 -3.0418 -0.6743
H26 -4.4131 -3.5332 -0.7019
H27 -5.9772 -2.0298 -1.8830
H28 -5.1074 -0.0457 -3.0891
H29 -2.6993 0.4276 -3.0998
C30 -3.1601 -4.5119 2.8016
N4 -2.0178 -3.6208 2.6115
C31 -1.0054 -4.1685 1.7284
C32 -2.2111 -2.2575 2.6833
S2 -1.6531 -1.1947 1.5173
N5 -2.8960 -1.8344 3.7726
C33 -3.3478 -0.4565 3.8646
C34 -2.9503 -2.5863 5.0242
H30 -3.4832 -4.9061 1.8324
H31 -3.9960 -3.9785 3.2429
H32 -2.9012 -5.3571 3.4427
H33 -0.6096 -5.0835 2.1744
H34 -0.1947 -3.4593 1.6032
H35 -1.4180 -4.4214 0.7442
H36 -3.7841 -0.1403 2.9203
H37 -2.5175 0.2144 4.1011
H38 -4.1003 -0.3947 4.6491
H39 -2.2780 -3.4368 4.9803
H40 -3.9595 -2.9415 5.2417
H41 -2.6335 -1.9355 5.8407
C35 -3.9832 3.9426 -1.4957
C36 -3.6071 2.7272 -0.9426
C37 -2.3779 2.1641 -1.2455
C38 -1.4772 2.7928 -2.1120
C39 -1.8672 4.0217 -2.6638
C40 -3.0997 4.5791 -2.3574
N6 -0.2211 2.2119 -2.3662
C41 0.6023 2.8326 -3.3468
C42 0.2816 2.7666 -4.7039
C43 1.1476 3.2816 -5.6569
C44 2.3476 3.8717 -5.2703
C45 2.6602 3.9643 -3.9215
C46 1.7856 3.4613 -2.9648
H42 -4.9439 4.3846 -1.2648
H43 -4.2814 2.1962 -0.2788
H44 -2.1149 1.2007 -0.8229
H45 -1.1970 4.5554 -3.3248
H46 -3.3680 5.5325 -2.7967
H47 -0.6520 2.2999 -5.0020
H48 0.8877 3.2192 -6.7072
H49 3.0230 4.2728 -6.0157
H50 3.5808 4.4429 -3.6089
H51 2.0098 3.5664 -1.9070

---

[3]
Density functional theory data (ωB97M-V/def2-TZVPD) for a molecular structure, C46H52AsBrN2O9PSiTi.

Electronic energy ... -241120.2955 eV
Lowest unoccupied orbital energy ... -0.11191 Eh
Energy relative to the best compared isomer or geometry (same formula, charge and spin) ... 0.0000 eV
HOMO level ... -11.059 eV
2S+1 ... 1
Max |F| ... 1.6 eV Å⁻¹
Net charge ... +1

Atoms and positions in Å:
Ti1 -0.6216 -0.3058 0.4042
O1 -2.1183 3.3130 -2.1474
C1 -1.7642 2.1702 -1.5737
O2 -0.8141 2.0435 -0.8378
C2 -2.6580 1.0229 -1.8796
C3 -3.8270 1.0972 -2.6133
C4 -4.6444 -0.0279 -2.6552
C5 -4.2698 -1.1609 -1.9553
C6 -3.0561 -1.1435 -1.2848
N1 -2.2650 -0.0870 -1.2657
C7 -2.5479 -2.2923 -0.4557
O3 -3.1735 -3.3067 -0.3135
O4 -1.3720 -2.0213 0.0886
H1 -1.4667 3.9895 -1.9019
H2 -4.1018 2.0183 -3.1067
H3 -5.5738 -0.0034 -3.2076
H4 -4.8809 -2.0517 -1.9137
C8 -1.0813 -1.4684 4.6962
As1 -0.3726 -2.2124 3.0900
C9 -1.3454 -3.7128 2.4480
C10 1.2568 -2.9961 3.7177
O5 -0.0190 -0.8853 2.0506
H5 -1.2504 -2.2895 5.3926
H6 -2.0041 -0.9328 4.5094
H7 -0.3275 -0.7901 5.0982
H8 -1.2902 -4.4302 3.2688
H9 -0.8318 -4.0956 1.5698
H10 -2.3703 -3.4575 2.2050
H11 1.0588 -3.3497 4.7298
H12 2.0713 -2.2791 3.7264
H13 1.5208 -3.8298 3.0747
Br1 -6.5694 3.4507 -0.2985
C11 -6.0497 2.1479 0.9610
C12 -6.9534 1.6847 1.9076
N2 -6.6361 0.7556 2.8054
C13 -5.4105 0.2439 2.7711
C14 -4.4419 0.6531 1.8618
C15 -4.7678 1.6411 0.9451
C16 -3.1031 -0.0045 1.8375
O6 -2.9243 -1.0677 2.4132
O7 -2.1940 0.6141 1.1311
H14 -7.9624 2.0773 1.9428
H15 -5.1810 -0.5294 3.4935
H16 -4.0328 2.0020 0.2404
C17 1.1606 3.3699 0.8959
P1 0.8843 1.6905 1.5567
C18 0.3911 2.0592 3.2824
C19 -0.9688 2.2182 3.5520
C20 -1.4094 2.5224 4.8319
C21 -0.4940 2.6720 5.8640
C22 0.8629 2.5473 5.6010
C23 1.3037 2.2505 4.3184
C24 2.5861 1.0478 1.7199
C25 3.5689 1.4764 0.8317
C26 4.8570 0.9604 0.8932
C27 5.1799 0.0069 1.8455
C28 4.2069 -0.4278 2.7373
C29 2.9224 0.0858 2.6706
H17 1.3925 3.3342 -0.1693
H18 1.9669 3.8568 1.4443
H19 0.2394 3.9370 1.0279
H20 -1.6872 2.1152 2.7501
H21 -2.4682 2.6467 5.0212
H22 -0.8346 2.8991 6.8656
H23 1.5848 2.6907 6.3945
H24 2.3671 2.1766 4.1308
H25 3.3386 2.2247 0.0869
H26 5.6106 1.3125 0.1998
H27 6.1846 -0.3913 1.8997
H28 4.4566 -1.1634 3.4922
H29 2.1743 -0.2393 3.3797
C30 3.1106 -3.3901 0.7975
O8 1.8051 -2.8370 0.8646
H30 3.8810 -2.6210 0.8736
H31 3.2623 -3.9670 -0.1169
H32 3.2144 -4.0663 1.6457
H33 1.6582 -2.1982 0.1504
C31 2.3490 -2.9342 -2.4916
C32 2.7556 -1.4602 -2.6706
C33 3.9024 -1.1206 -1.6916
C34 3.2638 -1.2890 -4.1111
Si1 1.2505 -0.3481 -2.4385
O9 0.6903 -0.4422 -0.8491
C35 1.6308 1.4559 -2.8110
C36 2.8734 2.0208 -2.5087
C37 3.1458 3.3628 -2.7466
C38 2.1737 4.1821 -3.2985
C39 0.9344 3.6462 -3.6226
C40 0.6758 2.3054 -3.3822
C41 -0.0179 -0.9790 -3.6713
C42 -0.7321 -2.1520 -3.4066
C43 -1.5975 -2.7060 -4.3375
C44 -1.7677 -2.0954 -5.5727
C45 -1.0476 -0.9496 -5.8750
C46 -0.1790 -0.4053 -4.9372
H34 3.2406 -3.5640 -2.5629
H35 1.6613 -3.2544 -3.2750
H36 1.8703 -3.1425 -1.5318
H37 4.5844 -0.3895 -2.1274
H38 4.4957 -2.0117 -1.4768
H39 3.5591 -0.7164 -0.7346
H40 4.1312 -1.9368 -4.2689
H41 3.5727 -0.2615 -4.3160
H42 2.5060 -1.5674 -4.8459
H43 3.6504 1.4106 -2.0702
H44 4.1220 3.7658 -2.5076
H45 2.3843 5.2262 -3.4904
H46 0.1768 4.2713 -4.0808
H47 -0.2900 1.9090 -3.6702
H48 -0.5907 -2.6596 -2.4584
H49 -2.1289 -3.6209 -4.1040
H50 -2.4438 -2.5223 -6.3024
H51 -1.1496 -0.4852 -6.8474
H52 0.4022 0.4650 -5.2156

---

[4]
Density functional theory data (ωB97M-V/def2-TZVPD) for a molecular structure, C46H52AsF2N3O3RuSi2.

Electronic energy ... -143775.9518 eV
Lowest unoccupied orbital energy (spin up / spin down) ... 0.09221 / 0.09020 Eh
Energy relative to the best compared isomer or geometry (same formula, charge and spin) ... 0.0000 eV
HOMO level (spin up / spin down) ... -3.732 / -3.718 eV
2S+1 ... 2
Max |F| ... 0.8 eV Å⁻¹
Net charge ... -1

Atoms and positions in Å:
Ru1 0.3568 -0.1697 0.1649
C1 -0.9076 -3.0935 -4.9487
C2 0.1375 -2.4103 -4.0654
C3 0.0885 -0.9010 -4.1603
C4 0.5340 -0.3238 -5.3478
C5 0.5466 1.0463 -5.5290
C6 0.0909 1.8650 -4.5088
C7 -0.3646 1.3356 -3.3087
C8 -0.9330 2.2742 -2.2808
C9 -2.3919 2.6141 -2.5827
C10 -0.3513 -0.0568 -3.1284
N1 -0.7030 -0.5925 -1.8575
C11 -1.5836 -1.5320 -1.7753
C12 -1.7325 -2.1991 -0.5378
C13 -2.6229 -3.1674 -0.0637
C14 -2.2978 -3.3531 1.2802
C15 -1.2252 -2.4947 1.5627
N2 -0.8620 -1.8162 0.4622
H1 -0.8051 -4.1792 -4.9043
H2 -0.8049 -2.7853 -5.9907
H3 -1.9213 -2.8378 -4.6325
H4 1.1343 -2.7378 -4.3702
H5 0.0124 -2.7416 -3.0366
H6 0.8971 -0.9759 -6.1355
H7 0.9065 1.4734 -6.4569
H8 0.0817 2.9426 -4.6367
H9 -0.3345 3.1893 -2.2660
H10 -0.8884 1.8368 -1.2885
H11 -2.5039 2.9943 -3.6014
H12 -2.7653 3.3637 -1.8860
H13 -3.0170 1.7242 -2.4799
H14 -2.1894 -1.8159 -2.6364
H15 -3.4059 -3.6477 -0.6314
H16 -2.7774 -4.0136 1.9851
H17 -0.6956 -2.3415 2.4895
F1 3.5632 -3.1816 -2.9639
C16 3.2647 -1.9537 -2.4704
C17 2.2025 -1.8201 -1.6181
C18 1.8738 -0.5598 -1.1054
C19 2.6544 0.5362 -1.5136
C20 3.7426 0.3325 -2.3575
F2 4.5259 1.3816 -2.7135
C21 4.0803 -0.8992 -2.8591
C22 2.2355 1.8199 -0.9640
C23 2.6451 3.0823 -1.3967
C24 2.0986 4.2026 -0.8054
C25 1.1712 4.0528 0.2149
C26 0.8047 2.7773 0.5893
N3 1.3102 1.6796 0.0086
H18 1.6316 -2.6922 -1.3371
H19 4.9315 -1.0350 -3.5091
H20 3.3651 3.1653 -2.1949
H21 2.3904 5.1891 -1.1445
H22 0.7231 4.9003 0.7142
H23 0.1099 2.6005 1.3922
O1 -2.2855 0.7970 0.3328
C27 -2.6266 1.3712 1.5920
C28 -1.4009 1.2532 2.5526
O2 -1.4400 1.8961 3.6055
O3 -0.4634 0.4875 2.1781
C29 -3.8160 0.6366 2.2224
C30 -4.2410 0.9706 3.5093
C31 -5.3279 0.3295 4.0772
C32 -6.0137 -0.6558 3.3745
C33 -5.5998 -0.9881 2.0971
C34 -4.5109 -0.3406 1.5218
C35 -3.0364 2.8131 1.2839
C36 -4.1112 2.9999 0.4170
C37 -4.5255 4.2698 0.0528
C38 -3.8672 5.3861 0.5540
C39 -2.8037 5.2109 1.4249
C40 -2.3916 3.9343 1.7926
H24 -2.2933 -0.1655 0.4496
H25 -3.6910 1.7225 4.0584
H26 -5.6405 0.5970 5.0793
H27 -6.8602 -1.1602 3.8243
H28 -6.1154 -1.7595 1.5378
H29 -4.2135 -0.6190 0.5188
H30 -4.6215 2.1308 0.0201
H31 -5.3604 4.3893 -0.6271
H32 -4.1844 6.3820 0.2695
H33 -2.2913 6.0734 1.8347
H34 -1.5876 3.8067 2.5042
C41 2.2798 -4.2426 3.3426
Si1 2.5756 -3.4946 1.6490
C42 1.5747 -4.5074 0.4184
C43 4.4008 -3.7261 1.2535
As1 1.9069 -1.3054 1.7431
Si2 3.4854 -0.0623 2.8335
C44 2.7597 1.6099 3.2457
C45 3.9473 -0.9562 4.4177
C46 5.0833 0.2278 1.8780
H35 2.7113 -5.2485 3.3889
H36 1.2083 -4.3117 3.5429
H37 2.7266 -3.6357 4.1324
H38 1.4576 -5.5314 0.7847
H39 2.0727 -4.5538 -0.5521
H40 0.5745 -4.0878 0.2814
H41 4.6441 -4.7863 1.1242
H42 5.0313 -3.3310 2.0550
H43 4.6554 -3.1945 0.3338
H44 1.7715 1.5050 3.7004
H45 2.6407 2.2007 2.3363
H46 3.4173 2.1629 3.9234
H47 3.0629 -1.1721 5.0194
H48 4.6238 -0.3265 5.0047
H49 4.4596 -1.8997 4.2122
H50 4.8600 0.6968 0.9159
H51 5.5818 -0.7230 1.6712
H52 5.7813 0.8729 2.4231